Entry 1:
Entry from the OMol25 dataset: 10 unconnected molecules or ions with the total composition C40H110N10O10 (wB97M-V/def2-TZVPD).

The value obtained for the HOMO energy is -8.6 eV. The net charge is 0. The SMILES is COC[C@H](C)N.COC[C@H](C)N.COC[C@H](C)N.COC[C@H](C)N.COC[C@H](C)N.COC[C@H](C)N.COC[C@H](C)N.COC[C@H](C)N.COC[C@H](C)N.COC[C@H](C)N. The frontier orbital gap is 9.08 eV. Its largest force on an atom is 3.11 eV/Å. The value obtained for the relative energy (zero: lowest compared OMol25 entry of this formula, charge and spin) is 107.62 kcal per mole.

```
170
Properties=species:S:1:pos:R:3:lowdin_charge:R:1
H 3.0526 -6.5066 2.8829 0.12
H -4.1393 2.3812 0.0837 0.05
H 1.1053 -0.2453 3.0248 0.06
O -4.3480 0.4028 0.3744 -0.26
N -4.6927 -1.4986 -1.9879 0.05
C 3.7749 -4.6163 2.1279 -0.40
C 2.2169 -2.1974 -0.8449 -0.07
C 0.9300 6.9438 0.4824 -0.10
H -2.0123 0.0124 -2.7751 0.05
H -3.9971 -6.1467 0.4450 0.09
N -3.3717 1.1271 -5.2239 0.04
H 5.0434 -0.3680 2.7091 0.07
H 1.6503 -5.2771 -0.2376 0.05
C 2.7745 3.1251 1.1307 -0.38
H 4.6226 0.5687 -5.7616 0.12
H 2.5476 -3.4297 3.0657 0.02
C -2.6893 3.1212 -3.8720 -0.06
H 4.4930 -8.1564 3.8289 0.08
H 1.1783 0.1569 -0.9258 0.10
H -4.3171 -2.3741 -1.6524 0.07
H -1.5535 -1.2529 2.0369 0.06
H -3.8261 2.5066 3.8864 0.11
H 3.7692 -5.0591 1.1318 0.12
C 2.3321 -0.9908 4.6496 -0.39
H 2.3611 1.3965 -6.5388 0.08
O -1.6902 4.2130 -6.4409 -0.20
C 3.8487 -5.8153 3.1596 -0.15
H 1.8061 6.8780 -0.1627 0.08
C -1.0188 0.1525 -2.3491 -0.04
C 0.4917 -0.5402 -0.4455 -0.18
C -2.1258 3.8229 -0.7360 -0.08
H 1.1376 -1.9570 2.9385 0.07
N 2.5127 -3.9432 2.1967 0.01
C -0.2667 -4.7690 -0.2116 -0.42
C 4.9029 1.5473 -5.3718 -0.23
C -4.8440 1.5968 -0.1925 -0.11
H -3.4777 3.5622 1.5930 0.04
H -6.3545 -3.0601 -0.4543 0.05
H 5.6584 2.8278 -7.8495 0.06
H -4.8972 1.9707 5.7618 0.08
H 4.9625 3.0244 1.0374 0.12
N 4.7529 2.3847 -7.7876 0.04
H 0.5617 -1.1075 5.6747 0.13
H -0.5878 5.7119 -7.4137 0.08
O -3.1573 -0.7955 3.3287 -0.20
H -1.2396 3.5172 1.2403 0.11
H -1.8678 0.7462 3.6833 0.10
H -2.7894 0.9395 2.2199 0.10
H 1.1537 -5.0875 1.2457 0.02
C 4.8313 -3.4811 2.0271 -0.04
H -4.7929 -4.6383 0.4861 0.07
H -3.8831 3.1713 -5.6698 0.13
H 0.6337 2.7757 1.2622 0.06
H 1.8260 -0.4837 6.6586 0.13
O -2.7799 -4.6223 0.1484 -0.20
C 5.2049 0.3918 1.9444 -0.17
H 1.6123 1.2825 1.4023 0.05
H -1.0209 1.1325 -1.8720 0.06
H 5.7460 0.6074 -2.9654 0.09
N 2.8286 -2.3176 5.0431 0.04
N -1.7814 -1.4634 -0.7761 0.07
H -2.7667 0.6006 -4.6099 0.03
C -6.7830 -2.2635 -1.0625 -0.06
H 2.2979 3.0176 -7.1788 0.06
H 1.9504 4.6203 0.0716 0.03
H -3.8359 -5.1428 1.8969 0.09
H -0.0764 2.4344 5.9482 0.09
H -1.6964 6.4302 0.1293 0.13
H -3.3463 1.3498 6.1856 0.06
H 0.4706 1.3624 7.2273 0.09
H 3.6708 -5.5238 4.1947 0.12
H -7.7610 -1.9854 -0.6697 0.08
H 2.7190 3.6166 2.1020 0.13
H -6.0022 -0.6550 1.0091 0.11
C 0.1404 1.3937 6.1890 -0.13
H 2.3540 2.6866 -5.3673 0.08
C 1.4020 -0.4134 5.6569 -0.25
H -1.2363 4.4699 -8.4611 0.08
C -4.1944 1.1722 5.5243 -0.06
H 0.0412 0.0098 0.3808 0.11
C 2.7024 2.4168 -6.3642 -0.08
H 4.3158 0.9500 -2.1836 0.06
C -2.0378 2.8264 -6.4095 -0.22
C 4.6818 0.7039 -3.1804 -0.08
H -6.9549 -2.7868 -2.0031 0.08
H -1.5699 -6.1678 0.7747 0.12
H -2.9518 4.1789 -3.8913 0.08
O 1.2618 -1.6340 0.0796 -0.21
H -3.3225 0.5606 -6.0586 0.07
H -1.3761 -4.6290 1.6150 0.11
H 3.5722 -2.2028 5.7170 0.08
H -5.7203 0.4288 3.6551 0.07
H -6.2413 -0.2336 -1.4769 0.12
H 0.1997 4.1014 -7.5018 0.06
C -3.9708 1.4396 4.0555 -0.40
H 1.4589 2.0112 -0.1661 0.07
H 1.3550 7.1190 1.4707 0.09
H -3.3257 2.5806 -3.1714 0.06
H 3.1470 3.8818 -0.6980 0.06
C 1.7568 -1.1005 3.2049 -0.05
H 2.5519 -3.2725 1.4426 0.03
H 1.7304 -2.7628 -1.6397 0.08
H 2.8814 -2.9074 -0.3526 0.06
H 5.6332 -7.3721 4.8088 0.08
N 2.8881 4.2673 0.1989 0.04
H -4.6779 -1.7005 0.8151 0.12
N -3.0681 4.4554 1.3596 0.02
N 0.8683 -5.4908 0.3648 0.04
H -2.5488 -2.6384 2.5381 0.08
H -0.8948 -4.3631 -2.1295 0.07
C -1.0636 5.7301 0.6747 -0.19
H 5.9806 1.6810 -5.2785 0.12
H 0.3933 7.8394 0.1691 0.09
C 1.5122 2.2434 0.8976 -0.03
O 4.3135 1.6927 -4.1540 -0.19
H -2.0954 -0.6940 -0.2021 0.06
H 4.3397 3.6122 -6.0485 0.13
O 1.0299 0.8585 5.2731 -0.15
H -2.9163 4.4025 -1.2128 0.09
C -1.5269 -5.0873 0.6377 -0.17
H 4.7024 -2.7547 1.2246 0.06
C -3.0617 2.5710 -5.2785 -0.40
H 3.2607 -0.4244 4.5792 0.14
C 4.1220 2.3308 1.0146 -0.12
H 2.8903 -1.4148 -1.1944 0.08
H -4.8729 0.9410 2.3512 0.02
H -0.3605 0.2859 -3.2076 0.08
H -2.5779 2.6406 -7.3379 0.11
H -1.6995 -2.3005 -0.2169 0.05
C -0.7494 4.6375 -7.5004 -0.06
H -0.6815 -6.1809 -1.8615 0.08
H -3.0545 4.8809 2.2754 0.06
H 4.3275 -0.2812 -3.4839 0.09
H -4.9934 1.6360 -1.2715 0.09
H -1.0485 6.0186 1.7257 0.12
C -1.7566 4.3027 0.6891 -0.36
O 5.1344 -6.3928 2.9248 -0.19
C 4.2148 2.5935 -6.4156 -0.38
C -0.5805 -1.0305 -1.4354 -0.39
C 5.3831 -7.5311 3.7599 -0.11
H -3.9438 -0.8495 -1.7933 0.03
H -5.7105 1.9067 0.3915 0.09
H -0.8229 0.8871 6.1290 0.07
H 6.2302 -8.0871 3.3584 0.09
H -1.4221 -1.7743 3.6958 0.08
C -3.8728 -5.1264 0.8076 -0.14
C -2.1174 -1.6907 2.8605 -0.06
H 6.2271 0.7230 2.1272 0.09
C -5.1690 -0.8540 0.3351 -0.10
N -5.1996 1.2038 3.2700 0.05
C -0.3063 -5.1712 -1.6950 -0.04
H 2.6048 -0.9859 2.5297 0.06
H 2.1464 -2.7886 5.6200 0.07
H -1.2046 2.1239 -6.3927 0.12
H 4.2162 1.8869 0.0236 0.10
H -0.0756 -3.7004 -0.1133 0.09
H 4.8053 -2.8983 2.9478 0.06
H 5.1896 -0.2089 1.0350 0.08
O 0.2904 5.6735 0.3117 -0.22
H 0.6725 -5.0783 -2.1655 0.07
H -4.6086 0.1891 5.7484 0.08
O 4.2251 1.3421 2.1387 -0.18
H -1.2508 4.1019 -1.3232 0.07
H -0.2483 -1.8503 -2.0724 0.13
C -2.8637 0.6189 3.2591 -0.16
H 5.7584 -4.0490 1.9499 0.07
H -1.6476 2.9713 -3.5883 0.07
C -5.7378 -1.1301 -1.1151 -0.45
H 4.9985 1.4060 -7.8303 0.06
H -2.2217 2.7652 -0.9810 0.04
```

---

Entry 2:
Entry from the OMol25 dataset: 10 unconnected molecules or ions with the total composition C40H110N10O10 (wB97M-V/def2-TZVPD).

The value obtained for the HOMO energy is -8.5 eV. The net charge is 0. The SMILES is COC[C@H](C)N.COC[C@H](C)N.COC[C@H](C)N.COC[C@H](C)N.COC[C@H](C)N.COC[C@H](C)N.COC[C@H](C)N.COC[C@H](C)N.COC[C@H](C)N.COC[C@H](C)N. The frontier orbital gap is 9.11 eV. Its largest force on an atom is 5.10 eV/Å. The value obtained for the relative energy (zero: lowest compared OMol25 entry of this formula, charge and spin) is 89.78 kcal per mole.

```
170
Properties=species:S:1:pos:R:3:lowdin_charge:R:1
H -1.3230 -0.1488 28.8346 0.06
C -4.9747 8.2137 25.8073 -0.09
O 2.4639 5.8490 26.5087 -0.22
C -9.0181 7.0565 29.6745 -0.24
H -1.0382 2.4899 29.2315 0.11
H -1.1949 10.2228 24.3954 0.07
H -1.6790 4.8628 23.8561 0.09
H 2.9279 5.6364 24.4285 0.08
H -9.7650 6.6217 30.3415 0.13
H -0.0429 3.3738 33.3719 0.08
H -4.1457 7.5041 21.8734 0.04
H 0.8964 4.2201 21.6906 0.10
H -0.7424 1.2915 26.8426 0.04
H -0.1676 11.4886 23.1513 0.08
H -1.7891 3.0938 32.9853 0.09
N -0.4319 6.8356 26.1505 0.07
H -9.0766 8.1238 29.8325 0.12
H -3.5943 3.2052 27.9425 0.04
H 1.6002 9.9124 23.3246 0.10
C -6.4516 7.6470 23.9299 -0.19
C -3.8907 4.4675 20.4727 -0.08
N 1.4888 2.9440 28.5978 0.08
H -9.6694 2.1327 31.4380 0.07
H 3.6137 9.1459 20.4762 0.09
H -0.0294 4.6277 24.6934 0.08
C -0.8128 0.9871 24.0216 -0.18
H -3.5521 -0.0976 24.3230 0.08
H -4.0211 3.5960 31.1874 0.05
C -3.2500 3.0047 26.9631 -0.09
H -5.4925 0.5615 29.6669 0.06
H 1.6749 0.3154 24.0759 0.07
H -9.3457 5.3696 26.8141 0.07
H -5.1972 1.8204 28.7502 0.04
H 3.3864 10.3031 21.7971 0.08
O -2.9261 4.1483 26.1879 -0.17
N -0.0724 8.8171 28.7404 0.03
C 3.1232 9.2786 21.4777 -0.13
H -3.7996 4.8968 19.4265 0.11
H -8.0789 7.2241 26.5892 0.05
H -3.3407 9.0488 23.6667 0.03
H 0.9312 8.8016 28.9078 0.07
C -0.4387 3.1772 31.2662 -0.48
N -4.1753 6.8022 21.1188 0.05
H -2.2321 7.6639 27.8719 0.08
H 1.6785 3.9739 26.1325 0.09
C -0.4968 9.4347 22.6682 -0.38
H -8.1640 7.3461 31.9093 0.10
H 2.3402 6.2355 28.9766 0.09
H -6.7693 8.0248 30.9356 0.11
H 0.5000 6.0714 21.7234 0.08
H -0.9901 -1.2744 30.2703 0.11
H -5.0812 6.6582 20.7593 0.04
H -8.1814 4.9045 28.1542 0.08
C -9.1821 5.3306 27.9142 -0.06
C -9.2171 6.8345 28.2464 -0.44
C -0.7314 2.8397 32.7170 -0.05
H -4.8731 7.6600 28.7647 0.09
H -7.3821 7.7984 27.9135 0.05
H -0.3509 6.7226 29.0621 0.11
H -0.4188 6.1967 23.8690 0.06
H 0.5665 4.6987 28.1620 0.09
H 2.0411 2.0082 23.8360 0.08
C -7.1239 2.1971 30.5087 -0.21
H 0.4964 6.5142 26.1148 0.03
H -2.7216 8.8337 29.1453 0.16
O -2.1420 1.3474 24.4831 -0.20
H -0.9119 8.6438 24.6753 0.07
H -4.3602 6.2288 28.1074 0.07
N -4.3468 8.9068 23.5090 0.02
H 1.6503 5.0965 30.1711 0.07
H -1.8746 4.5981 31.0346 0.04
H -1.5583 11.2830 22.0968 0.09
H -5.3788 1.7701 31.6823 0.15
C -3.1713 0.7072 23.7218 -0.09
H 1.2725 8.1300 23.2916 0.11
C -0.8246 5.3485 24.3999 -0.03
C -7.3315 7.0843 31.2222 -0.13
C -0.5207 10.9136 22.2807 -0.06
H 2.3049 2.5555 29.0721 0.10
C -5.5996 2.2815 30.7187 -0.40
H -10.0054 4.7704 28.4531 0.09
C -4.9640 3.6357 30.7489 -0.04
H -2.3443 -0.0536 30.3632 0.07
H -2.1760 1.9811 30.5226 0.10
C 1.0594 9.1215 22.8289 -0.13
C -9.1726 3.0850 31.6066 -0.08
C 1.5793 4.3059 28.1594 -0.49
H 4.2979 5.4959 25.6044 0.10
C -0.8316 7.6790 29.4079 -0.41
H -4.3543 6.9178 24.2669 0.15
C -1.4494 5.8467 25.6967 -0.38
H -0.3842 9.6603 29.2255 0.07
C -7.9094 5.8451 23.8269 -0.12
C 0.1880 1.4402 25.0787 -0.46
H -3.9465 2.4377 26.2964 0.11
H -3.2852 3.5867 20.6901 0.08
H -4.7029 3.9794 29.7397 0.07
H 1.2085 2.2691 27.8782 0.06
C -1.0907 2.1477 30.3345 -0.17
H -3.3927 5.1969 22.4296 0.14
H -0.9382 4.0318 26.6723 0.10
H -0.6288 4.8291 30.0023 0.08
N -0.0176 0.7654 26.3366 0.06
H -2.8412 0.3269 22.7805 0.08
O -3.0322 6.8654 29.5616 -0.18
H -7.5316 1.1560 30.4093 0.13
N -0.9005 4.4806 30.9807 0.07
H -7.0247 8.6174 24.0726 0.14
N -5.0029 1.4344 29.6492 0.05
H 3.2590 3.9437 26.9650 0.14
C -1.9029 5.9279 21.0370 -0.17
H -3.9630 8.4503 26.1164 0.07
C -1.7570 4.7653 26.7350 -0.19
H 3.4664 7.0687 25.2303 0.07
C -4.3707 6.7239 29.0689 -0.08
H -2.3281 2.4215 27.1465 0.06
H 3.6518 8.5706 22.1869 0.09
H 0.0320 11.1380 21.4048 0.06
H -1.7036 6.0662 19.9973 0.11
H -0.4832 1.2413 22.9708 0.14
C -4.9731 7.8789 24.3567 -0.44
H -3.9402 1.4456 23.5824 0.08
C 1.6279 1.2820 24.5672 -0.06
C 2.2761 4.4702 26.8607 -0.20
H -8.7137 6.5087 23.4579 0.10
H -1.8155 5.1789 27.7322 0.11
H -5.6184 4.3846 31.1097 0.06
O 1.6856 9.2106 21.4742 -0.24
H 0.4111 7.7316 31.2701 0.08
C -3.4077 5.5780 21.3440 -0.44
H -8.2910 5.0239 24.4369 0.08
H 0.6427 3.1510 31.1300 0.12
H -2.4085 6.3704 25.5174 0.13
O -0.4426 0.8005 30.4894 -0.22
N -1.2330 9.3181 23.9374 0.04
O -7.7514 2.8661 31.5716 -0.20
H -0.6559 1.7822 32.9185 0.07
H -1.2714 7.1698 31.5411 0.07
H -9.4519 3.2993 32.7070 0.12
C 0.2588 5.0724 21.2754 -0.12
H -5.2806 7.3784 26.3541 0.04
H -5.0024 6.1534 29.7082 0.05
C 3.3366 6.0194 25.3702 -0.07
C 2.2261 5.1569 29.2361 -0.05
H -5.5692 9.1353 25.9890 0.10
O -7.0272 6.5464 24.6464 -0.22
C -0.6197 7.8239 30.9190 -0.07
H -4.9398 4.1816 20.5486 0.07
O -1.1141 4.8243 21.5332 -0.25
H -0.8399 8.7858 21.9680 0.07
O -7.8053 6.4139 30.0847 -0.21
H -6.4637 7.4793 22.7969 0.12
C -1.3143 -0.2046 29.9415 -0.13
H -6.6816 6.3939 31.7203 0.07
H 2.2924 1.2581 25.3710 0.04
H -4.8175 9.8416 23.4857 0.10
N -8.2820 7.6997 27.4792 0.08
H -0.9099 8.8333 31.2215 0.07
H -0.4943 -0.1128 26.1836 0.07
H -10.2295 7.0565 27.9781 0.12
C -2.2350 7.8300 28.9254 -0.23
H 0.4855 5.1067 20.2094 0.08
H 0.0604 2.5049 25.2625 0.10
H -7.2766 5.3852 23.0530 0.09
H -0.7611 -0.1523 24.0462 0.14
H -7.2527 2.7259 29.5268 0.13
H -0.6593 7.3422 26.9890 0.01
H 3.2261 4.7328 29.3652 0.09
H -9.5517 3.7932 30.8881 0.06
H -1.5771 6.8921 21.5492 0.12
```

---

no.,electronic energy (eV)
1,-78631.1003
2,-78631.8742